Entry 1:
ORCA calculation (ωB97M-V with the def2-TZVPD basis set) on a molecular structure, C25H24CoN13O7 in a non-equilibrium geometry.

Last column: Mulliken charge in e.
Atoms and positions in Å:
Co1 13.18767 9.06030 8.57091  0.565
O1 5.83833 10.72610 7.44975  -0.680
O2 10.34810 12.54606 5.69457  -0.636
O3 11.11070 6.66617 5.79862  -0.687
O4 5.71299 8.57153 7.77281  -0.676
O5 9.50322 5.74252 6.97652  -0.808
O6 11.64922 8.90896 7.41977  -0.748
O7 11.66682 11.81283 7.40485  -0.034
N1 6.32030 9.59680 7.42755  1.006
N2 16.62790 11.14370 8.11920  -0.723
N3 13.98757 7.17862 8.34898  0.402
N4 15.36229 11.02654 8.43664  -0.021
N5 13.23087 6.03227 8.20801  -0.164
N6 17.13225 9.95554 7.73674  -0.646
N7 14.99760 9.72898 8.27892  0.383
N8 12.38442 10.06399 12.57500  0.338
N9 15.19759 5.63985 7.33487  -0.552
N10 10.13673 6.73058 6.54023  1.095
N11 13.11755 9.79872 10.38023  -0.167
N12 13.95127 5.15103 7.59152  -0.659
N13 16.20642 7.76533 7.64474  -0.067
C1 13.93807 15.40856 10.19851  -0.425
C2 9.56398 8.03731 6.81714  -0.149
C3 11.23759 10.21078 13.48652  -0.838
C4 8.19263 8.09244 6.98887  -0.814
C5 9.82707 10.43234 6.74955  0.382
C6 12.59270 12.79695 7.15426  0.092
C7 7.64059 9.38887 6.98486  -0.039
C8 14.64888 14.65434 6.67946  -0.898
C9 10.47160 9.14369 6.98449  -0.008
C10 8.42575 10.52620 6.81372  -0.772
C11 10.94273 8.92369 11.00578  -1.562
C12 14.08230 14.53955 7.98499  1.352
C13 16.11010 9.09764 7.84956  0.454
C14 10.60810 11.67844 6.50449  0.323
C15 15.17193 6.88285 7.75671  0.442
C16 14.17304 13.85881 5.64682  -0.913
C17 14.71177 9.48708 13.28004  -1.107
C18 10.53590 11.52817 13.35919  -0.971
C19 13.64497 10.58500 13.05334  -0.858
C20 13.16610 12.91420 5.89892  -0.246
C21 12.19291 9.62163 11.31066  1.142
C22 14.55577 15.44914 8.98376  -1.005
C23 13.05366 14.37535 10.53236  -0.634
C24 13.08012 13.56810 8.26701  0.551
C25 12.66651 13.43141 9.61269  -0.380
H1 11.30669 12.33025 13.44961  0.247
H2 13.44718 11.15772 13.98293  0.537
H3 14.81815 8.84388 12.37478  0.207
H4 10.04278 9.56773 11.04813  0.250
H5 12.62038 12.33770 5.13713  0.463
H6 15.34573 15.49535 6.53067  0.282
H7 14.57956 13.91455 4.63710  0.346
H8 7.93334 11.48551 6.66963  0.446
H9 14.17206 16.14189 10.98618  0.324
H10 15.65409 9.99260 13.55895  0.399
H11 14.40247 8.85020 14.12232  0.321
H12 12.00911 12.61489 9.88136  0.535
H13 15.32702 16.15032 8.75668  0.393
H14 10.06190 11.73794 12.37184  0.238
H15 13.85929 10.42394 10.64798  0.361
H16 7.55864 7.20510 7.04141  0.475
H17 10.98700 8.54193 9.98582  0.045
H18 17.04892 7.43879 7.17285  0.244
H19 14.03844 11.30119 12.31252  0.358
H20 12.64576 14.35266 11.56637  0.303
H21 10.80022 8.07255 11.68752  0.380
H22 9.73868 11.62270 14.12081  0.406
H23 11.53823 10.11509 14.55810  0.444
H24 10.51592 9.36645 13.32969  0.354

## Properties
net charge: -2
max |F|: 2.9 eV Å⁻¹
multiplicity: 5
energy: -3588.21938 Eh
expectation value of S²: 6.041
energy relative to the best compared isomer or geometry (same formula, charge and spin): 0.0 kcal per mole
HOMO-LUMO gap (spin up / spin down): 2.634 / 6.245 eV

Entry 2:
ORCA calculation (ωB97M-V with the def2-TZVPD basis set) on a molecular structure, C34H32N4O5S2SiSn in a non-equilibrium geometry.

Last column: Mulliken charge in e.
Atoms and positions in Å:
Sn1 9.52819 12.41954 8.99270  0.434
S1 7.18475 12.28355 9.84212  -0.523
S2 13.33627 13.16220 9.25578  0.351
Si1 14.32624 12.70330 11.93369  0.995
O1 9.53326 13.39532 7.21994  -0.495
O2 10.59708 14.86275 5.87390  -0.689
O3 9.63078 13.91748 10.36465  -0.287
O4 13.07865 13.38986 10.81940  -0.195
O5 14.16606 12.00249 8.97734  -0.774
N1 8.99987 10.27897 7.88561  0.057
N2 8.66896 13.97547 11.31136  0.273
N3 9.89347 10.60457 10.50904  0.329
N4 11.89723 13.18904 8.64352  0.176
C1 14.09399 13.51108 13.59033  -1.427
C2 15.17972 17.38232 8.59550  0.978
C3 14.06110 10.33609 13.43755  -0.234
C4 15.61988 18.78739 8.29253  -1.362
C5 8.04689 14.94249 13.41539  -0.670
C6 14.26844 10.81147 12.11985  0.491
C7 10.13975 9.72325 12.75902  -1.110
C8 8.76404 9.27140 8.78536  -0.205
C9 9.03802 8.37819 11.02575  1.164
C10 14.17934 14.75024 8.87920  0.398
C11 6.82506 14.28926 13.30868  -0.173
C12 14.33269 8.05983 12.71056  -0.336
C13 13.78586 17.11338 8.53661  -0.998
C14 7.64864 7.97325 7.05880  -0.309
C15 7.51036 13.27851 11.17359  0.866
C16 11.95511 13.28533 7.10998  -0.514
C17 15.54071 15.00953 8.77449  -0.758
C18 9.46258 8.59674 12.38957  -1.181
C19 8.16489 8.03627 8.36931  0.432
C20 10.33811 10.72436 11.78178  -0.304
C21 7.84496 9.03390 6.19725  -0.877
C22 13.30657 15.81546 8.80861  -0.830
C23 15.99745 13.07349 11.20238  -1.342
C24 14.40953 9.86906 11.10483  0.163
C25 16.01161 16.32037 8.84383  -0.672
C26 6.59054 13.51765 12.15358  -0.789
C27 7.86470 7.04531 9.34221  -0.812
C28 14.50050 8.50534 11.38492  -0.749
C29 10.64129 13.95243 6.68641  0.478
C30 8.52265 10.16607 6.64316  -0.104
C31 8.38484 7.17618 10.61096  -0.764
C32 14.08942 8.98382 13.73940  -0.759
C33 9.28166 9.42123 10.11777  0.239
C34 8.96307 14.79482 12.35974  -0.333
H1 14.94403 13.26651 14.27881  0.358
H2 7.35917 9.03881 5.20799  0.317
H3 14.53934 10.25236 10.09584  0.404
H4 8.16511 6.46317 11.40794  0.322
H5 10.83583 11.67866 12.00657  0.544
H6 14.37545 6.97516 12.93319  0.309
H7 14.67888 7.79681 10.55714  0.360
H8 13.19002 13.23132 14.10584  0.376
H9 14.82791 19.54000 8.54151  0.334
H10 16.58931 18.99514 8.82799  0.353
H11 8.75047 11.05796 5.98524  0.336
H12 13.01454 17.79030 8.18129  0.359
H13 16.16913 14.18273 8.51770  0.626
H14 12.25200 15.59397 8.79118  0.456
H15 8.30334 15.59789 14.26863  0.336
H16 16.67214 12.61962 11.97177  0.437
H17 9.93240 15.30752 12.32356  0.440
H18 7.24777 6.13922 9.12837  0.267
H19 15.93729 18.85545 7.25515  0.290
H20 16.20510 14.12229 11.11657  0.382
H21 9.22520 7.87555 13.16428  0.273
H22 17.05452 16.46996 8.99562  0.430
H23 7.03205 7.12288 6.71419  0.334
H24 10.41696 9.90239 13.79501  0.450
H25 13.83885 11.05498 14.24275  0.169
H26 12.79242 13.80042 6.67757  0.394
H27 14.10382 14.62918 13.51005  0.300
H28 6.05331 14.36464 14.08801  0.349
H29 5.63964 13.01702 12.01617  0.362
H30 16.23202 12.58234 10.25041  0.291
H31 11.84854 12.29707 6.66373  0.361
H32 13.89242 8.61710 14.71703  0.432

## Properties
net charge: -1
max |F|: 4.9 eV Å⁻¹
multiplicity: 2
energy: -3210.15698 Eh
expectation value of S²: 0.778
energy relative to the best compared isomer or geometry (same formula, charge and spin): 72.6 kcal per mole
HOMO-LUMO gap (spin up / spin down): 3.274 / 3.235 eV